Entry 1:
39
Properties=species:S:1:pos:R:3:forces:R:3:nbo_charge:R:1 method="wB97M-V/def2-TZVPD" total_charge=+1 energy_ev=-53032.562 homo_lumo_gap_ev="7.33 / 6.52" e_above_lowest_kcal_mol=0.0 spin_multiplicity=2 s2=0.76
Ir -0.866377 -0.806995 -0.600074 0.370 -0.187 0.176 1.122
N 0.897104 -1.821855 -1.238186 0.040 0.272 -0.030 -0.763
C 0.509002 -3.215802 -1.604079 0.150 -0.002 -0.159 -0.334
C -0.967979 -3.483786 -1.384914 -0.006 -0.327 -0.201 0.640
O -1.396866 -4.599914 -1.266981 -0.131 0.098 -0.082 -0.527
N -1.726139 -2.325158 -1.374778 -0.063 0.430 0.505 -0.562
C -3.169601 -2.322471 -1.170534 -0.057 -0.172 -0.427 -0.374
C -3.499245 -1.502780 0.066863 0.301 0.251 0.058 0.766
O -4.452970 -1.638645 0.758639 -0.203 -0.005 -0.001 -0.506
O -2.557367 -0.539624 0.327890 -0.178 -0.135 0.061 -0.714
H 1.328776 -1.374885 -2.043390 -0.011 0.032 0.034 0.427
H 1.599209 -1.822322 -0.504823 -0.027 -0.044 0.028 0.412
H 1.082289 -3.947712 -1.042133 0.017 0.029 0.037 0.249
H 0.709528 -3.372966 -2.664109 0.024 -0.059 0.020 0.247
H -3.582133 -3.326777 -1.129184 0.055 -0.025 0.164 0.271
H -3.608891 -1.803792 -2.027523 -0.163 -0.056 0.037 0.245
F 4.584434 3.560993 -1.713992 -0.009 -0.001 0.002 -0.255
C 3.425428 2.936634 -1.771091 0.040 -0.010 -0.019 0.314
C 3.303485 1.774392 -2.519736 0.029 -0.003 -0.025 0.310
F 4.345894 1.295414 -3.181747 0.000 0.006 0.005 -0.272
C 2.083996 1.131539 -2.571094 -0.036 -0.050 -0.197 0.328
F 1.989260 0.022633 -3.326604 -0.027 -0.001 0.093 -0.306
C 0.970451 1.601979 -1.888937 -0.020 0.108 0.295 -0.376
S -0.631777 0.882539 -1.984933 -0.091 -0.137 -0.454 0.293
C 1.122670 2.770223 -1.142950 0.098 -0.053 0.054 0.372
F 0.097888 3.260255 -0.455128 -0.007 0.007 -0.004 -0.281
C 2.332283 3.438144 -1.082535 -0.043 0.010 0.026 0.273
F 2.454607 4.541553 -0.361358 0.002 0.005 0.006 -0.264
C 0.232050 0.269733 4.341747 0.004 -0.019 0.012 -0.397
N -0.512790 0.899994 3.245343 0.039 0.158 -0.024 -0.417
C -1.566470 1.873448 3.576114 -0.020 -0.007 -0.006 -0.398
C -0.261641 0.617877 2.016162 -0.104 -0.183 0.077 0.661
N -0.032213 0.361944 0.902759 0.012 0.066 -0.030 -0.547
H 0.705892 1.042575 4.944778 0.000 0.010 -0.008 0.225
H 0.995827 -0.388140 3.936964 -0.005 0.000 -0.010 0.225
H -0.453423 -0.307003 4.960676 -0.015 0.004 -0.008 0.226
H -1.123886 2.736512 4.070516 0.013 0.001 -0.004 0.221
H -2.289242 1.397870 4.236578 0.008 -0.014 0.004 0.228
H -2.071060 2.184373 2.665782 0.016 0.004 -0.007 0.238

***

Entry 2:
8
Properties=species:S:1:pos:R:3:forces:R:3:nbo_charge:R:1 method="wB97M-V/def2-TZVPD" total_charge=0 energy_ev=-17724.232 homo_lumo_gap_ev=9.41 e_above_lowest_kcal_mol=97.2
C -0.967628 -0.862617 1.807444 -1.168 1.041 0.828 -0.214
C -1.025713 0.244013 2.287013 1.176 -1.020 -0.787 -0.229
C 0.774664 0.332802 -1.257100 0.095 0.239 2.376 0.215
O 1.865932 0.570388 -1.854042 0.314 -0.155 -3.711 -0.626
Cl -0.631163 -0.155634 -2.106776 0.064 -0.086 -1.176 -0.047
H -1.366589 -1.784251 1.543176 0.065 -1.249 -0.544 0.218
H -0.566348 1.154494 2.498430 -0.100 1.212 0.519 0.224
H 1.916845 0.500806 -2.918145 -0.447 0.017 2.495 0.460

***

Entry 3:
32
Properties=species:S:1:pos:R:3:forces:R:3:nbo_charge:R:1 method="wB97M-V/def2-TZVPD" total_charge=0 energy_ev=-30296.574 homo_lumo_gap_ev=7.21 e_above_lowest_kcal_mol=22.6
O 1.164237 2.145154 -1.242505 0.676 -1.295 0.893 -0.558
O -5.303551 -3.912127 0.731122 -1.240 1.987 -1.584 -0.391
O 3.453189 -1.731593 2.159591 -0.581 -0.893 -0.477 -0.414
O -6.597315 -2.855145 -0.731897 -0.625 -0.543 0.455 -0.346
N 1.996505 -0.535335 0.792669 0.892 -4.657 2.150 -0.100
N 5.310284 0.446257 1.525229 -0.424 -2.245 0.365 -0.373
C 1.044598 1.054856 -0.669071 -0.657 3.842 -1.818 0.636
C -0.203955 0.355083 -0.720390 -2.775 -0.774 -0.074 -0.296
C -1.492487 0.803457 -1.035697 4.167 -0.527 0.605 -0.077
C 5.932553 1.567533 1.220693 -2.028 -1.849 -0.841 0.046
C 4.094011 0.177110 1.042530 0.724 2.553 -0.604 0.243
C 5.288988 2.514203 0.453281 0.251 0.481 0.040 -0.233
C -2.552875 -0.871060 0.373938 1.129 0.345 -0.393 -0.203
C -3.746527 -0.079992 -1.613148 -0.070 0.025 1.657 -0.194
C -3.461818 -1.844550 0.561002 -2.679 -0.899 -1.603 -0.159
C -4.755169 -1.005394 -1.345317 1.214 -1.621 1.497 -0.161
C 3.991138 2.307845 0.004109 -0.007 1.609 0.229 -0.158
C -2.587049 -0.079532 -0.780471 -1.314 0.027 0.112 -0.044
C -4.574148 -2.014957 -0.297097 1.806 3.790 -1.096 0.033
C 3.358178 1.096613 0.295176 0.714 0.671 -0.508 0.090
N 3.219156 -0.881732 1.303515 -1.843 2.059 0.356 0.273
N -5.599486 -2.972404 -0.064183 1.254 -2.341 1.029 0.506
N 2.086224 0.559989 0.101901 2.164 1.811 -0.363 -0.219
H -0.075925 -0.672763 -0.447299 -0.464 -0.513 0.358 0.227
H -1.646987 1.771721 -1.461322 -0.034 0.560 -0.123 0.231
H 6.944742 1.586854 1.483876 1.278 0.525 0.690 0.206
H 5.892761 3.412267 0.336453 -0.788 0.240 -0.511 0.229
H -1.819112 -0.843628 1.193035 0.114 0.599 -0.960 0.240
H -3.938701 0.803037 -2.240764 0.300 -0.861 -0.216 0.231
H -3.284034 -2.465610 1.365661 -0.232 -1.419 1.566 0.238
H -5.633993 -1.046004 -1.936295 -0.687 0.059 -0.333 0.243
H 3.496567 3.209849 -0.358327 -0.234 -0.748 -0.499 0.255

***

Entry 4:
18
Properties=species:S:1:pos:R:3:forces:R:3:nbo_charge:R:1 method="wB97M-V/def2-TZVPD" total_charge=+1 energy_ev=-9343.979 homo_lumo_gap_ev=12.41 e_above_lowest_kcal_mol=112.5
C 0.284853 -1.494289 -0.676290 -0.120 -0.945 2.341 0.105
C 2.061936 -0.718666 -0.120261 -0.215 1.936 1.115 0.160
C -1.532778 0.947316 -0.438197 -0.757 -0.207 -2.368 -0.644
C -0.019544 1.024754 -0.178590 -0.987 1.010 0.104 -0.250
N 0.162767 -0.624707 1.680310 0.537 -0.146 -2.207 -0.595
N 0.567268 -0.292953 0.179731 -0.336 0.287 3.183 -0.109
O 1.643869 -1.856116 -0.750708 -0.098 -0.473 -1.314 -0.477
H -0.166940 -2.193447 0.033919 -0.691 -0.180 -0.855 0.226
H -0.258407 -1.249814 -1.560352 -0.117 -0.054 -0.832 0.216
H 2.613398 0.029128 -0.712185 -0.532 -0.157 -0.172 0.206
H 2.576505 -0.864175 0.812865 0.194 -0.303 0.448 0.213
H -1.993946 0.164614 0.195988 -0.186 0.784 -0.256 0.212
H -2.075433 1.983553 -0.383477 1.187 -2.107 0.196 0.279
H -1.631323 0.595362 -1.537727 -0.372 0.524 1.782 0.227
H -0.006999 1.782936 0.662196 1.422 -0.964 -1.010 0.251
H 0.463756 1.252465 -1.126419 0.264 0.911 0.332 0.233
H 0.434390 0.183160 2.231634 0.441 0.244 -0.124 0.375
H -0.865886 -0.593050 1.704401 0.366 -0.160 -0.363 0.372